Entry 1:
The following is a DFT calculation (the ωB97M-V functional and the def2-TZVPD basis) of C62H78GaNOPSi as an isolated structure.

**Strongest force on any atom**: 0.288 eV/Å
**E_LUMO**: 1.9 eV
**HOMO energy**: -3.85 eV
**Kohn-Sham gap**: 5.80 eV
**Total charge**: -1

Structure (XYZ):
```
145
Properties=species:S:1:pos:R:3:forces:R:3:mulliken_charge:R:1
C -1.65053 5.76018 -1.19807 0.0 0.1 0.1 -1.070
C -2.49300 4.56084 -0.71251 -0.1 0.2 0.0 -0.307
P -1.65592 2.87598 -0.70130 0.2 0.2 0.1 0.291
C -0.39026 3.02823 -2.06169 -0.1 -0.1 -0.2 -0.238
Ga -3.24666 1.39760 -1.69733 0.0 -0.2 -0.1 0.101
N -2.35590 -0.33138 -1.78134 -0.1 0.0 0.1 -0.339
C -4.76391 1.24964 -0.36650 -0.2 0.0 0.1 -0.533
C -5.87587 2.27633 -0.53076 0.2 0.1 -0.1 0.017
O -6.68263 1.96614 -1.66959 -0.1 -0.2 0.2 -0.244
Si -7.87351 2.93996 -2.23441 0.0 0.1 -0.1 0.452
C -7.23561 4.07957 -3.57041 -0.1 0.1 -0.2 -1.036
C -9.19179 1.82327 -2.97425 0.0 -0.1 0.0 -1.184
C -8.61736 4.02801 -0.88618 -0.2 0.1 0.0 -1.077
H -1.67135 6.58819 -0.47746 0.0 -0.1 -0.1 0.298
H -2.02087 6.15332 -2.15198 0.1 -0.1 0.1 0.298
H -0.60059 5.49670 -1.34604 -0.1 0.0 0.0 0.113
H -2.78385 4.73784 0.33071 0.0 -0.1 -0.2 0.383
H -3.42530 4.51864 -1.29106 0.1 0.0 0.0 -0.107
H -0.08528 2.00034 -2.30078 0.0 0.2 0.1 -0.683
H 0.50487 3.57200 -1.74006 -0.1 -0.1 0.0 -0.065
H -0.77449 3.48361 -2.98460 0.0 -0.1 0.1 0.610
H -3.65311 1.88540 -3.17477 0.1 0.1 0.0 -0.451
H -1.41731 -0.27508 -2.16507 0.0 0.0 -0.1 0.125
H -2.22134 -0.69982 -0.84435 0.1 0.1 0.0 -0.001
H -5.20885 0.24320 -0.41238 0.0 0.2 0.0 0.290
H -4.35651 1.36890 0.64960 0.0 0.0 -0.1 0.447
H -5.44513 3.28324 -0.67646 0.0 -0.1 0.1 -0.210
H -6.53568 2.33360 0.35258 0.1 -0.1 -0.1 0.192
H -6.90407 3.51752 -4.45128 0.0 0.1 0.1 0.296
H -6.40058 4.70116 -3.22872 -0.1 -0.1 0.0 0.269
H -8.05239 4.74915 -3.87923 0.2 -0.1 0.0 0.340
H -10.17449 1.99293 -2.52111 0.1 0.0 0.0 0.356
H -9.28637 1.98934 -4.05258 0.0 0.0 0.1 0.314
H -8.91802 0.77378 -2.81965 0.0 0.1 0.0 0.281
H -8.46620 3.64116 0.12650 0.0 0.0 -0.1 0.279
H -9.70037 4.09620 -1.05614 0.2 0.1 0.1 0.440
H -8.21426 5.04778 -0.92459 0.0 -0.2 0.0 0.255
C -4.26567 -2.59531 0.56614 0.0 0.1 0.1 0.148
C -4.75089 -3.73658 -0.05757 0.1 0.0 0.0 -0.745
C -5.59211 -4.60033 0.63068 0.0 0.0 0.0 -0.327
C -5.94723 -4.32351 1.94473 0.0 0.0 0.0 -0.310
C -5.47214 -3.17588 2.56554 0.0 0.0 0.0 -0.525
C -4.63416 -2.30954 1.87316 -0.1 -0.1 0.0 -0.569
H -3.61318 -1.91606 0.03468 -0.1 0.0 -0.1 0.185
H -4.46474 -3.94883 -1.07963 0.0 0.0 0.0 0.451
H -5.96355 -5.49523 0.14677 0.0 0.0 0.0 0.377
H -6.59637 -5.00259 2.48540 0.0 0.0 0.0 0.500
H -5.75038 -2.95979 3.59066 0.0 0.0 0.0 0.371
H -4.25748 -1.41476 2.35330 0.0 0.0 0.0 0.522
C 3.23363 4.79362 -1.18324 0.0 0.0 0.0 -0.404
C 3.08586 4.32055 -2.47897 0.0 0.0 0.0 -0.338
C 4.08080 3.53615 -3.04408 0.0 0.0 -0.1 -0.508
C 5.22787 3.23539 -2.32095 0.0 0.0 0.0 -0.458
C 5.37984 3.71560 -1.02638 -0.1 -0.1 0.0 -0.400
C 4.37751 4.48903 -0.45720 0.0 0.1 0.0 -0.334
H 2.44200 5.37536 -0.72706 0.0 0.0 0.0 0.385
H 2.18109 4.53475 -3.03348 0.0 0.0 0.0 0.464
H 3.95160 3.13655 -4.04190 0.0 0.0 0.0 0.435
H 5.99406 2.60867 -2.76171 0.0 0.0 0.0 0.464
H 6.26281 3.46312 -0.45236 0.0 0.0 0.0 0.394
H 4.46874 4.83714 0.56455 0.1 0.0 0.0 0.376
C -4.86151 7.77009 1.59935 0.0 0.0 0.0 -0.465
C -5.18210 6.62611 0.88165 0.0 0.0 0.0 -0.419
C -6.22028 5.80711 1.30593 0.0 0.0 0.0 0.206
C -6.93980 6.13544 2.44687 0.0 0.0 0.0 -0.542
C -6.62092 7.28103 3.16411 0.0 0.0 0.0 -0.374
C -5.58072 8.09776 2.74112 0.0 0.0 0.0 -0.423
H -4.04735 8.40341 1.26975 0.0 0.0 0.0 0.376
H -4.61999 6.36011 -0.00450 0.0 0.0 0.0 0.378
H -6.46162 4.91006 0.74806 0.0 0.0 0.1 0.162
H -7.74774 5.49535 2.77878 0.0 0.0 0.0 0.371
H -7.18104 7.53545 4.05547 0.0 0.0 0.0 0.359
H -5.32856 8.98834 3.30350 0.0 0.0 0.0 0.350
C 3.25612 0.64548 3.19246 0.0 0.0 0.0 -0.535
C 3.47482 1.71438 2.33487 0.0 0.0 0.0 -0.316
C 2.45608 2.15044 1.50048 0.0 0.0 -0.1 -0.256
C 1.22254 1.51683 1.50487 0.0 -0.2 0.0 -0.343
C 1.00231 0.44559 2.36603 0.1 0.1 0.0 -0.812
C 2.01801 0.01343 3.21332 0.0 0.1 0.0 -0.362
H 4.04946 0.30566 3.84756 0.0 0.0 0.0 0.371
H 4.43883 2.21008 2.31973 0.0 0.0 0.0 0.361
H 2.61804 2.98682 0.83298 0.0 0.0 0.0 0.252
H 0.44638 1.85158 0.82255 -0.1 0.0 0.2 0.540
H 0.03739 -0.04744 2.37386 0.0 0.0 0.0 0.597
H 1.84257 -0.81694 3.88663 0.0 0.1 0.0 0.416
C 3.87683 -1.01031 -5.53015 0.0 0.0 0.0 -0.584
C 2.57747 -0.95223 -6.01664 0.0 0.0 0.0 -0.298
C 1.58575 -0.31890 -5.27841 0.0 0.0 0.0 -0.673
C 1.89147 0.25822 -4.05321 0.0 0.0 0.0 0.188
C 3.19056 0.19801 -3.56640 0.0 0.0 0.1 -0.646
C 4.18133 -0.43478 -4.30355 0.0 0.0 0.0 -0.183
H 4.65129 -1.50293 -6.10534 0.0 0.0 0.0 0.384
H 2.33665 -1.40112 -6.97226 0.0 0.0 0.0 0.360
H 0.57199 -0.27603 -5.65562 0.0 0.0 0.0 0.418
H 1.12016 0.75425 -3.47742 0.0 0.0 0.0 0.211
H 3.42890 0.65188 -2.61273 0.0 0.0 0.0 0.562
H 5.19433 -0.47904 -3.92145 0.0 0.0 0.0 0.342
C -3.29806 -7.59448 6.37667 0.0 0.0 0.0 -0.523
C -3.36414 -6.61952 5.39007 -0.1 -0.1 0.0 -0.352
C -4.47796 -6.54435 4.56255 0.1 0.0 0.0 -0.251
C -5.52291 -7.44356 4.72615 0.0 0.0 0.0 -0.389
C -5.45738 -8.41744 5.71382 0.0 0.0 0.0 -0.449
C -4.34389 -8.49354 6.53932 0.0 0.0 0.0 -0.367
H -2.42882 -7.65332 7.02002 0.0 0.0 0.0 0.374
H -2.54853 -5.92181 5.26232 0.0 0.0 0.0 0.461
H -4.52829 -5.78960 3.78645 0.0 0.0 0.0 0.356
H -6.39005 -7.38627 4.07967 0.0 0.0 0.0 0.355
H -6.27360 -9.11795 5.83917 0.0 0.0 0.0 0.356
H -4.29095 -9.25403 7.30851 0.0 0.0 0.0 0.355
C 9.03029 -0.67359 -2.32767 0.0 0.0 0.0 -0.550
C 10.19005 -1.25989 -2.81677 0.0 0.0 0.0 -0.308
C 10.12433 -2.46756 -3.49876 0.0 0.0 0.0 -0.533
C 8.89717 -3.08572 -3.69813 0.0 0.0 0.0 -0.407
C 7.73699 -2.49977 -3.20973 0.0 0.0 0.0 -0.456
C 7.80423 -1.29533 -2.52242 0.0 0.0 0.0 -0.332
H 9.08080 0.26731 -1.79447 0.0 0.0 0.0 0.387
H 11.14681 -0.77530 -2.66538 0.0 0.0 0.0 0.451
H 11.03043 -2.93164 -3.86731 0.0 0.0 0.0 0.387
H 8.84568 -4.02715 -4.23040 0.0 0.0 0.0 0.391
H 6.77878 -2.98035 -3.36297 0.0 0.0 0.0 0.433
H 6.89994 -0.84186 -2.13593 0.0 0.0 0.0 0.546
C 0.79685 -3.09097 4.14074 -0.1 -0.1 0.0 -0.587
C 0.25771 -2.86462 2.88008 0.0 -0.1 0.0 -0.547
C -1.11151 -2.98015 2.67947 0.0 0.0 0.0 -0.536
C -1.94132 -3.31354 3.74116 0.0 0.0 0.0 0.058
C -1.40247 -3.53231 5.00105 0.0 0.0 0.0 -0.614
C -0.03261 -3.42768 5.20277 0.0 0.0 -0.1 -0.477
H 1.86535 -3.00143 4.29539 0.0 0.0 0.0 0.516
H 0.90331 -2.59080 2.05485 0.0 0.0 0.0 0.562
H -1.53664 -2.80492 1.69873 0.0 0.0 0.0 0.406
H -3.00767 -3.39544 3.58324 0.0 0.0 0.0 0.342
H -2.05452 -3.77859 5.82985 0.0 0.0 0.0 0.544
H 0.38751 -3.60307 6.18559 0.0 0.0 0.0 0.368
C 12.73244 -6.19709 -0.25646 0.0 0.0 0.0 -0.340
C 11.45438 -5.74534 -0.55747 0.0 0.0 0.0 -0.500
C 11.22330 -4.39077 -0.75479 0.0 0.0 0.0 -0.220
C 12.27268 -3.48800 -0.64860 0.0 0.0 0.0 -0.363
C 13.55036 -3.93832 -0.34585 0.0 0.0 0.0 -0.430
C 13.78096 -5.29361 -0.15033 0.0 0.0 0.0 -0.360
H 12.91087 -7.25397 -0.10332 0.0 0.0 0.0 0.355
H 10.63638 -6.44994 -0.63882 0.0 0.0 0.0 0.367
H 10.22838 -4.03684 -0.99363 0.0 0.0 0.0 0.426
H 12.08949 -2.43213 -0.80261 0.0 0.0 0.0 0.356
H 14.36742 -3.23273 -0.26202 0.0 0.0 0.0 0.360
H 14.77735 -5.64516 0.08607 0.0 0.0 0.0 0.353
```
Forces are in eV/Å.


Entry 2:
The following is a DFT calculation (the ωB97M-V functional and the def2-TZVPD basis) of a 7-piece molecular cluster, C62H80BrF6N2O4P2S2 overall at a distorted geometry.

**Strongest force on any atom**: 8.745 eV/Å
**E_LUMO**: 1.6 eV
**HOMO energy**: -4.43 eV
**Kohn-Sham gap**: 6.02 eV
**Total charge**: -1

Structure (XYZ):
```
159
Properties=species:S:1:pos:R:3:forces:R:3:mulliken_charge:R:1
C 1.06520 -2.64821 2.97222 1.4 -0.7 -3.3 -0.890
C 1.58818 -2.53641 1.54596 -3.4 -0.4 4.7 1.161
P 3.48471 -2.55788 1.36202 -1.1 -4.3 -2.2 0.761
C 3.57087 -1.50411 -0.20092 1.0 1.4 -2.8 -1.522
C 2.23314 -1.24496 -1.06900 -0.2 0.8 -1.1 0.155
C 1.32886 0.07569 -0.60060 -0.3 -0.9 -1.1 1.499
C 2.15888 1.48816 -0.63103 -0.5 -0.4 0.1 -0.020
C 1.09863 2.66732 -1.04602 0.3 0.5 0.2 0.293
C 0.93831 3.81522 0.15518 -0.1 -0.2 -1.1 -0.460
C -0.65983 4.00026 0.49460 0.5 -0.2 -0.7 -0.176
C -1.36960 2.69271 1.19012 -0.7 0.1 0.5 0.294
C -0.77227 2.28727 2.66550 -0.1 0.2 -0.1 -0.158
C -0.97934 0.69810 3.02244 0.5 0.4 -0.7 1.353
C -2.55377 0.22625 3.12350 1.2 -0.3 0.6 0.248
C -2.86541 -0.14773 4.71262 -0.7 0.3 -0.9 -0.230
C -3.68631 -1.56899 4.78849 0.0 0.6 0.6 -0.789
C 3.32084 -4.16340 0.27018 -0.6 -1.8 -1.4 -0.872
C 2.34485 -5.30446 0.92959 0.4 -1.4 -1.2 -0.774
C 0.94533 -5.50412 0.04383 -0.4 0.6 -0.1 0.614
C -0.41959 -5.47435 0.94809 -0.8 -1.1 0.3 -0.253
C -1.79748 -5.21140 0.05780 0.8 -0.7 -0.7 -0.974
C -1.83532 -3.76580 -0.70980 -0.2 0.2 -0.4 0.605
C -3.04842 -2.75308 -0.17296 1.7 -0.1 0.5 0.252
S -3.98418 -2.23502 -1.74307 0.5 2.3 0.3 -0.197
C -3.48076 -0.51214 -2.29172 1.3 2.7 -2.9 0.349
N -3.35233 -0.09650 -3.76709 0.0 0.1 6.0 -0.483
N -3.00214 1.26845 -3.83639 -0.3 -1.0 8.2 -0.119
C -2.88389 1.70441 -2.37678 -0.4 -2.0 -3.5 0.419
O -3.15860 0.62110 -1.37996 -0.2 0.1 -6.3 -0.136
C 5.38470 -2.84907 1.35646 3.7 -0.2 0.7 -0.717
C 5.84844 -4.15255 2.30020 2.3 -4.8 -5.5 0.362
O 6.33174 -5.24491 1.65213 -3.1 6.8 4.6 -0.568
Br 5.77016 -4.22360 4.29058 0.1 0.1 -1.6 -0.148
P 3.64306 -0.75274 2.65210 -0.8 3.2 2.4 0.812
O 2.20503 0.28487 2.51193 2.2 0.2 0.2 0.041
O 4.96027 0.30656 2.24880 -2.5 0.8 -1.0 -0.676
S 3.80785 -1.16839 4.54570 0.3 0.2 0.0 -0.516
H 1.54717 -3.51934 3.63177 -0.4 2.9 -0.9 0.118
H 0.20425 -1.98948 3.40694 1.0 -1.9 -1.2 -0.152
H 0.74949 -2.58264 0.75074 1.4 1.4 1.1 -1.049
H 3.46672 -3.44860 2.52952 -0.1 0.8 0.2 0.162
H 4.09211 -0.43627 -0.06970 -1.1 -2.2 -0.1 0.512
H 4.32556 -2.07463 -0.93589 -1.6 1.2 1.6 0.315
H 2.58980 -0.96613 -2.17554 -0.7 -0.5 2.2 0.610
H 1.55642 -2.21548 -1.23246 1.4 2.1 0.7 -0.871
H 0.74744 -0.14061 0.39228 1.4 0.6 -1.7 -1.734
H 0.49101 0.16953 -1.44655 1.7 -0.2 1.7 0.331
H 2.60893 1.77817 0.41117 -0.9 -0.8 -1.9 -0.347
H 3.08514 1.38448 -1.36870 -2.1 0.3 1.3 0.390
H -0.00755 2.28130 -1.24177 2.5 0.4 0.3 -0.429
H 1.49858 3.14598 -2.05140 -1.0 -0.7 2.1 0.285
H 1.41970 4.80056 -0.30776 -1.2 -1.8 1.3 0.148
H 1.52457 3.52865 1.12698 -1.1 0.5 -2.0 0.274
H -0.75780 4.95883 1.16522 -0.1 -1.9 -1.2 0.302
H -1.20356 4.15278 -0.55354 1.2 0.0 2.5 -0.349
H -1.39381 1.73148 0.48503 0.3 2.1 1.4 -0.391
H -2.50920 2.98315 1.35751 2.2 -0.6 -0.5 0.380
H -1.29423 2.93569 3.51264 1.0 -1.3 -2.2 0.099
H 0.37458 2.56256 2.71416 -2.2 -0.7 -0.1 -0.175
H -0.35207 0.48857 4.00608 -1.6 0.2 -2.1 0.452
H -0.48735 0.05515 2.17732 -0.7 1.3 1.6 -1.666
H -3.28428 1.03881 2.70372 1.4 -1.5 0.9 0.279
H -2.66901 -0.73568 2.43780 0.1 1.9 1.6 -0.505
H -3.49074 0.78079 5.12536 1.2 -2.2 -0.6 0.272
H -1.89535 -0.23201 5.36507 -1.8 0.2 -1.6 0.114
H -3.75411 -2.10429 3.74808 0.1 1.1 2.0 0.113
H -4.77258 -1.31474 5.17966 2.2 -1.0 -0.7 0.263
H -3.09584 -2.27078 5.52587 -1.5 1.2 -1.4 0.270
H 2.85507 -3.92391 -0.80372 1.0 -0.4 2.2 -0.058
H 4.34950 -4.66990 0.03830 -1.8 0.9 0.5 0.571
H 2.92052 -6.34357 0.80073 -1.2 2.1 0.5 0.432
H 2.15631 -5.20067 2.07915 0.2 0.1 -2.2 0.175
H 1.04057 -6.52105 -0.57361 -0.5 2.1 1.4 0.338
H 0.81086 -4.66324 -0.78439 0.6 -1.6 1.8 -0.662
H -0.51122 -6.55081 1.45196 0.1 2.4 -1.0 0.319
H -0.42158 -4.70922 1.83202 0.5 -1.2 -1.8 0.009
H -2.78863 -5.36845 0.67154 2.1 0.3 -1.0 0.309
H -1.79826 -6.04789 -0.79248 -0.1 1.7 1.8 0.184
H -0.84691 -3.13632 -0.62677 -1.8 -1.5 -0.1 -0.633
H -1.98517 -3.98786 -1.87266 0.2 0.7 2.7 0.269
H -2.58607 -1.82775 0.40497 -1.1 -1.8 -1.4 -0.495
H -3.76302 -3.28916 0.58902 1.1 1.1 -1.9 0.482
H -2.58728 2.80280 -2.06327 -0.7 -2.8 -0.3 -0.052
H 6.03030 -1.96556 1.75826 -1.1 -1.3 -0.5 0.437
H 5.82432 -3.09200 0.27275 -1.0 0.3 2.5 0.424
H 2.27812 1.06157 3.14043 0.2 -1.5 -0.7 0.139
H 4.58020 1.09834 1.72957 0.8 -1.8 1.0 0.373
F 1.76530 5.35750 2.91632 0.0 -0.1 0.1 -0.189
C 1.99449 6.62333 2.54248 0.2 0.9 -0.3 0.307
C 2.83271 6.87665 1.46226 0.0 -0.1 0.0 -0.244
C 3.06754 8.19428 1.06946 -0.3 0.0 0.4 -0.539
C 2.46949 9.24541 1.76891 0.0 -0.1 0.0 -0.435
C 1.63372 8.98109 2.85498 0.2 -0.2 -0.3 -0.472
C 1.39028 7.66307 3.24046 0.0 -0.1 0.0 -0.379
H 3.29506 6.04782 0.93622 -0.1 0.0 0.1 0.472
H 3.71510 8.40259 0.22139 -0.1 -0.1 0.2 0.363
H 2.65648 10.27314 1.46497 0.0 -0.2 0.1 0.349
H 1.17264 9.80100 3.40039 0.1 -0.2 -0.1 0.364
H 0.73626 7.43924 4.07670 0.1 0.0 -0.1 0.415
F -2.26854 -7.95385 1.60397 -0.2 -0.1 0.1 -0.287
C -2.27053 -9.02780 0.80318 0.0 -0.8 -0.6 0.316
C -3.40811 -9.82410 0.72932 0.0 0.0 0.0 -0.474
C -3.41241 -10.93948 -0.10823 0.4 0.2 0.0 -0.434
C -2.27398 -11.25257 -0.85505 -0.1 0.0 0.0 -0.412
C -1.13531 -10.44997 -0.77021 -0.4 0.0 0.2 -0.528
C -1.13526 -9.32848 0.05882 0.1 0.1 0.0 -0.032
H -4.28010 -9.57010 1.32310 0.1 0.0 0.0 0.399
H -4.29948 -11.56401 -0.17899 0.1 0.1 0.0 0.349
H -2.27624 -12.12516 -1.50479 0.0 0.2 0.1 0.354
H -0.24904 -10.69797 -1.34928 -0.2 0.1 0.1 0.359
H -0.26193 -8.68867 0.12997 -0.1 0.0 0.0 0.396
F -0.70755 2.39971 5.39821 0.1 0.0 0.6 0.111
C -1.03741 3.24489 6.38384 -0.2 0.5 0.7 0.175
C -1.50871 2.73865 7.59018 0.0 -0.1 0.0 -0.583
C -1.84742 3.61808 8.61850 0.1 0.3 -0.4 -0.433
C -1.72121 4.99589 8.42486 0.0 0.0 0.0 -0.494
C -1.25201 5.49445 7.20864 -0.1 -0.4 0.2 -0.404
C -0.90286 4.61439 6.18462 0.0 0.0 -0.1 -0.277
H -1.60801 1.66586 7.71944 0.0 0.1 -0.1 0.394
H -2.20946 3.23202 9.56815 0.1 0.0 -0.2 0.364
H -1.98974 5.68162 9.22563 0.1 -0.1 -0.1 0.349
H -1.15852 6.56736 7.05881 0.0 -0.2 0.0 0.353
H -0.52803 4.98439 5.23607 0.0 -0.1 0.0 0.468
F 0.28106 -4.09729 -3.04373 0.0 -0.1 0.1 -0.125
C 0.50261 -3.41575 -4.17556 0.2 0.6 -0.9 0.340
C -0.41479 -2.45489 -4.58638 0.0 0.0 0.1 -0.184
C -0.18192 -1.74141 -5.76210 0.4 -0.3 0.0 -0.411
C 0.96153 -2.00481 -6.52034 -0.1 0.0 0.1 -0.302
C 1.87385 -2.97476 -6.10224 -0.4 0.1 0.2 -0.579
C 1.64632 -3.68007 -4.92080 0.0 -0.1 0.1 -0.537
H -1.30148 -2.26981 -3.98891 0.1 0.0 0.0 0.340
H -0.88912 -0.98266 -6.08785 0.1 -0.2 0.1 0.384
H 1.14050 -1.45122 -7.43962 0.0 -0.1 0.2 0.253
H 2.76100 -3.18090 -6.69618 -0.1 0.0 0.1 0.375
H 2.34952 -4.43109 -4.57642 -0.1 0.1 0.0 0.419
F -2.18905 5.02066 -2.22659 0.1 0.0 0.2 -0.247
C -2.82591 5.37562 -3.35044 -0.7 0.4 -1.2 0.328
C -2.11083 5.97335 -4.38245 0.1 0.0 0.1 -0.548
C -2.77254 6.33842 -5.55481 -0.4 -0.2 0.3 -0.431
C -4.14553 6.11134 -5.67781 0.1 0.0 0.0 -0.530
C -4.85542 5.51538 -4.63435 0.4 0.1 -0.1 -0.485
C -4.19135 5.14031 -3.46671 0.0 0.0 0.1 -0.286
H -1.04650 6.14945 -4.26568 -0.1 -0.1 0.0 0.532
H -2.22105 6.79926 -6.37055 -0.1 -0.1 0.2 0.395
H -4.66207 6.40032 -6.59063 0.1 -0.1 0.2 0.364
H -5.92473 5.34340 -4.73075 0.2 0.0 0.1 0.367
H -4.72596 4.66784 -2.64935 0.1 0.0 -0.1 0.423
F 1.07930 5.18144 -5.07695 0.0 0.3 0.2 -0.309
C 1.07732 4.10749 -5.87774 0.0 -1.1 -0.8 0.280
C -0.06026 3.31119 -5.95160 0.0 0.1 0.1 0.084
C -0.06456 2.19581 -6.78915 0.4 0.2 -0.1 -0.595
C 1.07386 1.88273 -7.53597 0.0 0.1 0.1 -0.392
C 2.21254 2.68532 -7.45113 -0.4 0.0 0.2 -0.566
C 2.21259 3.80681 -6.62210 0.0 0.1 0.1 -0.482
H -0.93225 3.56519 -5.35782 0.1 0.0 0.0 0.397
H -0.95164 1.57128 -6.85991 0.1 0.1 0.1 0.368
H 1.07161 1.01014 -8.18571 0.0 0.2 0.1 0.422
H 3.09881 2.43732 -8.03020 -0.1 0.1 0.1 0.362
H 3.08591 4.44663 -6.55095 -0.1 0.0 0.0 0.418
```
Forces are in eV/Å.